Computed, not measured: a cluster of 2 separate species, C4H8N2 in total in a non-equilibrium geometry, with ωB97M-V/def2-TZVPD.

Output
LUMO energy in eV: -0.01
HOMO-LUMO gap in eV: 9.1201
Net charge: 0
ΔE to the lowest compared entry with this formula, charge and spin in kcal/mol: 63.4
Maximum force in eV/Å: 1.61
Total energy in eV: -7255.1274

Last column: natural (NBO) charge in e.
Atoms and positions in Å:
C1 -1.948338 0.226641 0.126065  -0.62
C2 -0.756754 -0.711824 0.119869  -0.59
C3 1.621124 0.380154 0.564839  0.03
N1 2.271339 -0.532149 -0.115295  -0.70
C4 1.137531 1.504150 -0.184362  0.14
N2 0.740653 2.510946 -0.623220  -0.29
H1 -1.678055 1.203424 -0.291279  0.22
H2 -2.292498 0.385841 1.151245  0.21
H3 -2.780923 -0.171915 -0.459649  0.21
H4 -0.970219 -1.701212 0.528238  0.21
H5 -0.352894 -0.848182 -0.893738  0.19
H6 0.020403 -0.333093 0.809089  0.21
H7 2.366781 -0.580178 -1.126470  0.38
H8 2.621846 -1.332603 0.394672  0.40

Atoms 1-3, force components in eV/Å:
C -0.1489 0.0378 0.0350
C -0.1817 -0.1452 0.0101
C 0.8446 0.1651 -0.0597



Computed, not measured: a cluster of 2 separate species, C4H8N2 in total, with ωB97M-V/def2-TZVPD.

Output
SMILES: C=C=N.C=NC
LUMO energy in eV: 0.99
HOMO-LUMO gap in eV: 9.9296
Net charge: 0
ΔE to the lowest compared entry with this formula, charge and spin in kcal/mol: 54.3
Maximum force in eV/Å: 0.70
Total energy in eV: -7255.5216

Last column: natural (NBO) charge in e.
Atoms and positions in Å:
C1 -0.261655 0.632267 -2.526198  -0.67
C2 -0.685589 1.256566 -1.453705  0.43
N1 -1.089916 1.890311 -0.484024  -0.64
H1 -0.971921 0.137734 -3.177512  0.24
H2 0.795226 0.600606 -2.762234  0.24
H3 -1.151168 1.293416 0.344399  0.39
C3 -0.345935 -0.258406 2.201057  -0.06
N2 -0.336216 -0.701029 1.016440  -0.40
C4 0.946430 -1.118197 0.467237  -0.45
H4 -1.291384 0.082141 2.628067  0.17
H5 0.550574 -0.169770 2.829992  0.15
H6 1.466391 -0.241039 0.065589  0.21
H7 0.781494 -1.807808 -0.364145  0.21
H8 1.593669 -1.596793 1.215037  0.18

Atoms 1-3, force components in eV/Å:
C -0.0611 0.1021 0.0817
C -0.1192 0.1760 0.2310
N 0.2109 -0.3627 -0.5582



Computed, not measured: an isolated molecule of C4H8N2 in a non-equilibrium geometry, with ωB97M-V/def2-TZVPD.

Output
SMILES: [H]/N=C\N(C)C=C
LUMO energy in eV: 0.83
HOMO-LUMO gap in eV: 9.2920
Net charge: 0
ΔE to the lowest compared entry with this formula, charge and spin in kcal/mol: 72.3
Maximum force in eV/Å: 3.97
Total energy in eV: -7254.7422

Last column: natural (NBO) charge in e.
Atoms and positions in Å:
H1 -1.281839 1.887081 0.307300  0.34
N1 -0.390948 2.249937 0.078079  -0.67
C1 0.525083 1.372863 -0.107136  0.28
N2 0.406463 -0.018588 -0.149580  -0.50
C2 1.685740 -0.696616 -0.013479  -0.42
C3 -0.751595 -0.838531 0.057570  0.00
C4 -2.111264 -0.458207 -0.113851  -0.49
H2 1.546527 1.757211 -0.106893  0.18
H3 2.491222 -0.161418 -0.812051  0.23
H4 2.130448 -0.690780 1.211854  0.20
H5 1.387590 -1.839164 -0.442767  0.22
H6 -0.368397 -1.886575 0.428224  0.21
H7 -2.791864 -1.243958 0.133308  0.21
H8 -2.477171 0.566747 -0.470578  0.22

Atoms 1-3, force components in eV/Å:
H -1.0595 -0.6832 -0.0775
N 1.9445 0.0800 -0.1813
C -1.9407 0.6487 0.8899



Computed, not measured: an isolated molecule of C4H8N2, with ωB97M-V/def2-TZVPD.

Output
SMILES: C=CN/C=N\C
LUMO energy in eV: 0.91
HOMO-LUMO gap in eV: 9.4256
Net charge: 0
ΔE to the lowest compared entry with this formula, charge and spin in kcal/mol: 24.0
Maximum force in eV/Å: 0.83
Total energy in eV: -7256.8358

Last column: natural (NBO) charge in e.
Atoms and positions in Å:
C1 2.498519 0.324914 -0.760144  -0.49
C2 1.573361 0.805050 0.074509  0.01
N1 0.256547 0.361949 0.207794  -0.63
C3 -0.432437 -0.442681 -0.682024  0.28
N2 -1.608275 -0.891842 -0.548691  -0.46
C4 -2.292589 -0.563333 0.678913  -0.47
H1 2.327807 -0.524299 -1.412575  0.20
H2 3.487263 0.762859 -0.774982  0.21
H3 1.833930 1.622339 0.723276  0.20
H4 -0.238077 0.666964 1.027844  0.40
H5 0.108200 -0.685456 -1.584839  0.18
H6 -1.694550 -0.781213 1.573614  0.17
H7 -2.615765 0.494154 0.730407  0.19
H8 -3.203935 -1.149405 0.746899  0.21

Atoms 1-3, force components in eV/Å:
C -0.1845 -0.0712 0.1585
C 0.3052 -0.4890 -0.5925
N -0.0859 0.0454 0.0736



Computed, not measured: an isolated molecule of C4H8N2 in a non-equilibrium geometry, with ωB97M-V/def2-TZVPD.

Output
SMILES: CN(C)CC#N
LUMO energy in eV: 0.84
HOMO-LUMO gap in eV: 9.7188
Net charge: 0
ΔE to the lowest compared entry with this formula, charge and spin in kcal/mol: 26.4
Maximum force in eV/Å: 1.07
Total energy in eV: -7256.7326

Last column: natural (NBO) charge in e.
Atoms and positions in Å:
C1 -0.315949 1.312322 0.410164  -0.42
N1 -0.408261 0.067875 -0.341515  -0.44
C2 -1.316928 -0.906973 0.228182  -0.40
C3 0.842269 -0.502024 -0.833303  -0.32
C4 2.046660 0.112498 -0.255970  0.27
N2 2.952490 0.521377 0.334731  -0.32
H1 -1.269302 1.484950 0.917525  0.21
H2 -0.135804 2.161670 -0.259327  0.20
H3 0.474745 1.312087 1.175956  0.19
H4 -1.076670 -1.189969 1.268013  0.17
H5 -1.312505 -1.812194 -0.386940  0.20
H6 -2.337007 -0.506645 0.207322  0.20
H7 0.870240 -0.506185 -1.930008  0.23
H8 0.986018 -1.548794 -0.534832  0.23

Atoms 1-3, force components in eV/Å:
C -0.0174 0.1170 0.0349
N 0.0086 -0.0039 -0.0327
C -0.0938 -0.1262 0.0461



Computed, not measured: a cluster of 2 separate species, C4H8N2 in total in a non-equilibrium geometry, with ωB97M-V/def2-TZVPD.

Output
LUMO energy (spin up / spin down) in eV: 0.45 / 0.45
HOMO-LUMO gap (spin up / spin down) in eV: 8.2807 / 8.2800
Net charge: 0
ΔE to the lowest compared entry with this formula, charge and spin in kcal/mol: 73.7
Maximum force in eV/Å: 1.14
Total energy in eV: -7254.6777

Last column: natural (NBO) charge in e.
Atoms and positions in Å:
C1 -0.792273 1.490927 -0.179142  -0.40
N1 -0.022650 0.320525 0.264793  -0.22
C2 -0.579250 -0.478048 1.147418  -0.23
C3 1.102862 0.068522 -0.455622  -0.32
C4 1.970086 -0.966721 -0.054177  0.23
N2 2.684595 -1.811962 0.309851  -0.35
H1 -1.374870 1.219281 -1.063477  0.22
H2 -0.097574 2.296294 -0.418148  0.22
H3 -1.452995 1.811246 0.625257  0.22
H4 -0.051446 -1.370219 1.464185  0.22
H5 -0.893935 -1.679092 -0.756047  -0.03
H6 -1.530259 -0.196532 1.579243  0.20
H7 1.388436 0.779394 -1.218546  0.23
H8 -0.350724 -1.483618 -1.245591  0.00

Atoms 1-3, force components in eV/Å:
C -0.0341 0.0907 -0.0083
N -0.0166 -0.1962 0.0677
C 0.1954 0.1966 0.0902



Computed, not measured: a structure of composition C4H8N2, with ωB97M-V/def2-TZVPD.

Output
LUMO energy in eV: 0.78
HOMO-LUMO gap in eV: 9.4613
Net charge: 0
ΔE to the lowest compared entry with this formula, charge and spin in kcal/mol: 126.4
Maximum force in eV/Å: 0.37
Total energy in eV: -7252.3926

Last column: natural (NBO) charge in e.
Atoms and positions in Å:
C1 1.809220 -0.150234 -0.061217  -0.24
N1 1.095343 -1.397248 0.205652  -0.59
C2 0.596859 -0.501236 -0.840382  -0.19
C3 -0.700172 0.260212 -0.877382  -0.09
C4 -1.627368 -0.054004 0.237067  -0.30
N2 -0.900932 1.132782 0.745217  -0.67
H1 2.790219 -0.265157 -0.517023  0.20
H2 1.731111 0.648829 0.673026  0.20
H3 0.548758 -1.290751 1.057857  0.34
H4 0.778795 -0.888961 -1.844469  0.23
H5 -0.422117 1.455976 -0.289315  0.35
H6 -1.425856 -0.931271 0.853771  0.19
H7 -2.695975 0.082895 0.067593  0.20
H8 -1.578754 1.901056 0.688594  0.37

Atoms 1-3, force components in eV/Å:
C 0.1891 0.2281 -0.0317
N -0.1536 -0.1059 0.2377
C -0.0556 0.1178 -0.2041



Computed, not measured: a cluster of 2 separate species, C4H8N2 in total in a non-equilibrium geometry, with ωB97M-V/def2-TZVPD.

Output
LUMO energy in eV: -0.34
HOMO-LUMO gap in eV: 8.4910
Net charge: 0
ΔE to the lowest compared entry with this formula, charge and spin in kcal/mol: 144.7
Maximum force in eV/Å: 3.62
Total energy in eV: -7251.6025

Last column: natural (NBO) charge in e.
Atoms and positions in Å:
C1 -2.718824 1.238540 0.666453  -0.81
C2 -2.277866 1.048244 -0.519786  0.18
C3 0.536510 -1.019933 -0.520597  -0.71
C4 0.400338 0.530193 -0.367879  0.04
N1 2.586244 1.032930 0.427949  -0.66
N2 1.284466 1.368681 0.076475  -0.25
H1 -2.093446 1.445113 1.570392  0.29
H2 -3.888456 1.322902 0.898092  0.30
H3 0.576552 -1.514482 0.507834  0.23
H4 1.545866 -1.264595 -1.117197  0.23
H5 -0.307431 -1.371658 -1.189380  0.24
H6 3.104799 1.853295 0.914216  0.37
H7 -0.456947 1.111069 -0.678531  0.20
H8 2.756289 0.187665 1.033611  0.35

Atoms 1-3, force components in eV/Å:
C -2.1503 0.8197 2.8001
C -0.6926 -0.2051 -0.9520
C 1.0809 0.6089 -0.9604



Please write out number 7 again, unchanged.
Computed, not measured: a structure of composition C4H8N2, with ωB97M-V/def2-TZVPD.

Output
LUMO energy in eV: 0.78
HOMO-LUMO gap in eV: 9.4613
Net charge: 0
ΔE to the lowest compared entry with this formula, charge and spin in kcal/mol: 126.4
Maximum force in eV/Å: 0.37
Total energy in eV: -7252.3926

Last column: natural (NBO) charge in e.
Atoms and positions in Å:
C1 1.809220 -0.150234 -0.061217  -0.24
N1 1.095343 -1.397248 0.205652  -0.59
C2 0.596859 -0.501236 -0.840382  -0.19
C3 -0.700172 0.260212 -0.877382  -0.09
C4 -1.627368 -0.054004 0.237067  -0.30
N2 -0.900932 1.132782 0.745217  -0.67
H1 2.790219 -0.265157 -0.517023  0.20
H2 1.731111 0.648829 0.673026  0.20
H3 0.548758 -1.290751 1.057857  0.34
H4 0.778795 -0.888961 -1.844469  0.23
H5 -0.422117 1.455976 -0.289315  0.35
H6 -1.425856 -0.931271 0.853771  0.19
H7 -2.695975 0.082895 0.067593  0.20
H8 -1.578754 1.901056 0.688594  0.37

Atoms 1-3, force components in eV/Å:
C 0.1891 0.2281 -0.0317
N -0.1536 -0.1059 0.2377
C -0.0556 0.1178 -0.2041



Question: net charge of number 2 (C4H8N2)?
Answer: 0



Please write out number 1 again, unchanged.
Computed, not measured: a cluster of 2 separate species, C4H8N2 in total in a non-equilibrium geometry, with ωB97M-V/def2-TZVPD.

Output
LUMO energy in eV: -0.01
HOMO-LUMO gap in eV: 9.1201
Net charge: 0
ΔE to the lowest compared entry with this formula, charge and spin in kcal/mol: 63.4
Maximum force in eV/Å: 1.61
Total energy in eV: -7255.1274

Last column: natural (NBO) charge in e.
Atoms and positions in Å:
C1 -1.948338 0.226641 0.126065  -0.62
C2 -0.756754 -0.711824 0.119869  -0.59
C3 1.621124 0.380154 0.564839  0.03
N1 2.271339 -0.532149 -0.115295  -0.70
C4 1.137531 1.504150 -0.184362  0.14
N2 0.740653 2.510946 -0.623220  -0.29
H1 -1.678055 1.203424 -0.291279  0.22
H2 -2.292498 0.385841 1.151245  0.21
H3 -2.780923 -0.171915 -0.459649  0.21
H4 -0.970219 -1.701212 0.528238  0.21
H5 -0.352894 -0.848182 -0.893738  0.19
H6 0.020403 -0.333093 0.809089  0.21
H7 2.366781 -0.580178 -1.126470  0.38
H8 2.621846 -1.332603 0.394672  0.40

Atoms 1-3, force components in eV/Å:
C -0.1489 0.0378 0.0350
C -0.1817 -0.1452 0.0101
C 0.8446 0.1651 -0.0597



Question: Which of these has the highest maximum force?
Answer: number 3